C15H30ClCrF2NO23S2 | ωB97M-V/def2-TZVPD

```
75
Properties=species:S:1:pos:R:3:forces:R:3
Cr -0.238799 -0.258197 -0.619942 1.7 1.8 2.9
Cl -2.096309 -3.544973 -0.538736 1.9 -0.3 -1.0
O -1.387022 -4.703596 -0.913019 -1.5 -0.8 0.7
O -3.574741 -3.544047 -0.529191 0.7 -0.7 0.5
O -1.750336 -3.139586 0.802742 -0.9 -0.1 0.9
O -1.690620 -2.529207 -1.418067 -0.3 2.0 -1.1
N 0.020155 -0.105393 -2.501641 2.7 -0.4 -3.7
S -0.912492 0.105958 -3.749768 -9.1 4.5 -2.6
O -1.597279 -1.035082 -4.290850 1.6 0.7 0.6
O -0.616677 1.271743 -4.628828 0.5 -3.5 2.2
F -2.081326 0.770088 -2.837590 0.3 -0.4 -0.1
S 1.289480 -0.424096 -3.701250 6.5 -4.7 -0.5
O 1.989073 0.664647 -4.330130 -1.6 -0.8 1.6
O 1.244074 -1.738530 -4.374886 -2.1 3.3 0.1
F 2.236421 -0.989682 -2.591715 1.1 1.2 1.6
C -4.549479 -1.103529 1.548354 0.6 -0.8 1.8
O -4.545366 0.123571 0.801412 2.0 -0.4 -0.3
C -3.440322 0.487109 0.133832 -1.1 1.7 -3.9
O -2.322287 -0.046566 -0.042452 -2.1 0.0 1.2
O -3.741211 1.583704 -0.686195 4.3 -3.4 1.7
C -4.998462 2.092641 -0.887259 -1.7 0.8 0.5
H -4.956170 -0.947168 2.547479 -0.7 0.6 -0.3
H -3.557825 -1.430972 1.860616 0.3 0.1 -1.0
H -5.094737 -1.938969 1.109238 0.0 0.5 -0.6
H -5.722150 1.313256 -1.125878 -0.1 0.1 0.3
H -4.929956 2.771498 -1.737292 0.1 0.0 0.1
H -5.198486 2.637594 0.035297 -1.0 0.2 -0.3
C 3.609913 -3.655861 1.351214 0.6 -0.5 -0.1
O 2.482433 -2.773114 1.095540 -2.4 0.4 -1.3
C 1.706738 -2.875475 -0.027796 2.5 0.2 -1.3
O 0.872854 -2.024017 -0.448299 0.2 -1.2 1.5
O 2.129509 -3.866737 -0.802796 -0.7 0.5 1.2
C 1.707190 -4.009747 -2.186753 1.0 -0.2 -0.5
H 3.971513 -3.451253 2.358927 -0.4 0.3 -0.1
H 4.444853 -3.477038 0.673719 -0.3 0.3 -0.3
H 3.399530 -4.724050 1.298125 -0.6 0.2 -0.1
H 2.444307 -3.463492 -2.775280 -0.7 0.9 0.0
H 0.653467 -3.767620 -2.325047 0.4 0.0 -0.1
H 2.010817 -5.004746 -2.512188 -0.8 -0.4 0.7
C -0.539441 3.781078 1.590284 -0.5 -0.2 0.8
O -0.849052 3.984947 0.205335 1.2 -0.7 0.0
C -0.757670 2.990043 -0.662825 -3.0 -0.1 -1.7
O -0.409196 1.808358 -0.472615 0.0 1.4 0.6
O -1.391813 3.312852 -1.798378 2.4 -0.6 0.0
C -1.689224 4.697192 -2.213261 -1.0 -0.4 1.4
H 0.485043 3.475192 1.802365 0.0 0.1 -0.4
H -1.235646 3.046254 1.994576 0.1 -0.2 -0.1
H -0.775162 4.714378 2.101640 0.3 0.0 -0.3
H -1.112125 5.417266 -1.633141 0.0 -0.1 -0.2
H -2.733875 4.711079 -1.902450 0.0 0.9 -0.3
H -1.611326 4.867408 -3.287068 0.3 -0.7 0.2
C -1.819112 -0.994875 3.849146 -1.0 0.0 -0.9
O -0.400845 -0.782591 3.738491 -1.6 1.0 -0.4
C 0.201800 -0.286439 2.648542 -0.3 -2.2 -0.3
O -0.249702 -0.107870 1.490017 0.1 -0.3 2.3
O 1.463800 -0.260186 2.926204 -0.3 1.2 -2.1
C 1.997755 -0.332954 4.224833 1.0 -0.5 1.4
H -2.394430 -0.251419 3.297434 0.4 0.0 -0.5
H -2.266396 -0.897570 4.838363 1.2 0.0 0.5
H -2.048417 -1.997967 3.489523 0.1 0.1 -0.1
H 2.836060 -1.009108 4.057053 0.5 0.7 0.4
H 1.425259 -0.785011 5.034770 -0.6 -0.1 -0.6
H 2.203808 0.686058 4.552327 0.6 -0.2 -0.2
C 5.279038 0.165010 0.509407 0.3 1.3 0.5
O 3.840802 -0.033093 0.368941 -0.9 0.1 -0.4
C 2.932310 0.818050 -0.128288 2.5 0.0 -0.9
O 1.772474 0.458525 -0.274706 0.1 0.6 0.0
O 3.500733 1.987878 -0.531879 -0.3 -2.2 1.0
C 2.701791 3.015509 -1.069960 -1.3 0.5 0.2
H 5.521176 -0.053441 1.549483 -0.2 -0.2 -0.1
H 5.571283 1.200292 0.333639 -0.3 0.0 -0.1
H 5.902863 -0.446178 -0.142813 -0.8 -0.3 -0.2
H 3.328170 3.893224 -1.229238 0.1 -0.4 -0.2
H 1.944046 3.277168 -0.331408 0.0 0.2 0.1
H 2.164949 2.681875 -1.957991 0.3 0.1 -0.2
```
Positions in Å, forces in eV/Å.

- orbital gap (alpha / beta) (eV) = 7.27 / 5.25
- <S²> = 6.030
- charge = +2
- electronic energy (Ha) = -4874.52343
- spin multiplicity = 5